This record from OMol25 describes C4H6O3Tl as an isolated structure in a non-equilibrium geometry. The level of theory is the ωB97M-V functional and the def2-TZVPD basis.

Total charge = -1
LUMO = 2.62 eV
E_HOMO = -2.099 eV
ΔE to the lowest compared entry with this formula, charge and spin = 125.9 kcal per mole

Last column: Löwdin charge in e.
CARTESIAN COORDINATES (ANGSTROEM)
H1 2.1552 -2.1790 -0.6124  0.096
C1 2.1158 -1.2906 0.0312  -0.388
C2 0.9523 -0.5600 0.0178  -0.134
H2 0.0158 -1.0849 0.2247  0.027
H3 1.3503 -0.4792 1.2175  0.120
O1 3.4174 -0.8442 0.1417  -0.367
O2 3.6473 -0.2105 1.4042  -0.591
Tl1 4.0202 1.5663 0.6015  0.781
C3 -0.6677 -0.4155 -3.0818  -0.412
C4 0.3987 -0.3587 -2.2598  -0.091
O3 -0.6686 -0.4093 -4.4819  -0.147
H4 -1.7107 -0.4036 -2.7353  0.054
H5 1.3410 -0.4959 -2.8316  -0.014
H6 0.1214 -0.8664 -4.8297  0.066

Forces on the atoms, in the same order (eV/Å):
H 0.51 -0.16 0.15
C -1.15 -1.50 -2.52
C 0.76 -0.57 3.48
H 0.41 0.06 -0.84
H -0.53 1.55 -1.14
O -0.08 -0.45 -0.21
O -0.22 -2.37 2.43
Tl 0.43 3.14 -1.41
C 0.91 0.34 1.50
C -1.11 -0.29 -0.73
O 0.02 -0.67 -1.33
H 0.30 0.18 -0.14
H 0.15 0.28 0.12
H -0.39 0.46 0.63